175
Properties=species:S:1:pos:R:3:forces:R:3:lowdin_charge:R:1 method="wB97M-V/def2-TZVPD" gap_ev=8.71 charge=-1
Cl -9.036225 23.743699 -8.018872 1.546 -0.892 0.302 0.646
O -9.129773 24.944902 -8.768664 -0.202 1.184 -1.668 -0.376
O -8.773184 22.586195 -8.907763 -0.218 1.300 0.976 -0.380
O -7.914759 23.957863 -7.092813 -0.744 -1.001 -0.313 -0.373
O -10.270334 23.544178 -7.333424 -0.303 -0.499 0.598 -0.339
C -7.471217 29.706628 -9.800548 0.928 -1.629 -0.393 -0.043
C -7.148741 28.208465 -9.471032 -0.542 -0.723 0.221 -0.401
C -5.668482 27.775367 -9.179220 -0.185 2.281 -1.337 -0.156
O -4.941338 27.817646 -10.429632 -1.384 -0.396 0.998 -0.210
C -3.576220 27.573821 -10.311461 0.064 1.259 -0.268 -0.136
N -8.006345 27.880191 -8.346585 -0.737 -0.794 0.280 0.043
H -7.089826 29.897232 -10.803700 0.864 0.822 0.357 0.070
H -7.107573 30.227656 -8.914887 0.262 0.798 -0.571 0.075
H -8.533338 29.915844 -9.927949 -0.143 -0.628 0.517 0.052
H -7.455336 27.576992 -10.304910 -0.235 0.029 -0.174 0.123
H -5.451031 26.845822 -8.653144 -0.761 -0.338 -0.108 0.100
H -5.337843 28.588361 -8.532829 0.730 0.153 0.318 0.115
H -3.109890 28.403002 -9.779395 0.267 0.208 0.237 0.083
H -3.257856 27.656484 -11.350650 0.642 -0.686 0.175 0.096
H -3.306023 26.674762 -9.757571 -0.075 -0.469 -0.353 0.074
H -8.377002 26.950313 -8.480955 -0.213 -0.235 0.158 0.029
H -7.581698 27.855158 -7.430534 0.426 0.276 -0.009 0.072
C -8.721256 19.633811 -7.202002 1.949 0.511 0.601 -0.075
C -9.817233 19.848350 -6.196875 0.741 0.142 1.436 -0.422
C -9.465398 20.836832 -4.975188 -0.017 -1.843 -1.387 -0.166
O -10.547092 20.849188 -4.118459 -1.228 -2.418 0.074 -0.182
C -10.480792 21.676601 -3.032834 -0.346 1.743 -0.015 -0.132
N -10.963356 20.295721 -6.891906 -1.244 0.859 -0.357 0.052
H -8.047061 18.895970 -6.767083 0.252 -0.406 -0.627 0.082
H -8.091201 20.509430 -7.358239 -0.066 0.370 0.092 0.051
H -9.094826 19.413895 -8.202096 -0.109 -0.580 0.240 0.062
H -9.978265 18.848478 -5.793849 -0.469 0.102 0.603 0.130
H -9.247177 21.851073 -5.309542 0.314 0.126 -0.329 0.111
H -8.639591 20.351878 -4.454643 0.604 0.425 -0.073 0.108
H -10.806203 22.611502 -3.489096 0.306 1.034 0.862 0.089
H -9.516199 21.775605 -2.534970 0.475 -0.042 -0.261 0.083
H -11.186545 21.450289 -2.233583 -0.267 -0.561 -0.317 0.085
H -10.549707 21.051352 -7.419176 -0.713 0.834 -0.422 0.041
H -11.161021 19.612000 -7.608524 -0.327 -0.216 -0.136 0.070
C -11.605204 26.650904 -6.177537 0.351 0.949 1.142 -0.056
C -12.926710 25.961903 -5.917686 -0.434 0.732 -0.357 -0.425
C -14.120600 26.956366 -5.740312 2.238 -0.433 0.574 -0.238
O -15.294360 26.242668 -5.709663 -1.870 -0.094 0.357 -0.169
C -16.429581 27.057886 -5.417637 0.052 -0.579 -0.039 -0.105
N -13.186467 25.159033 -7.060774 -0.339 -1.332 -1.270 0.056
H -11.215520 27.092891 -5.260538 0.185 0.282 0.087 0.061
H -11.740667 27.462498 -6.892422 0.022 0.030 -0.175 0.070
H -10.842140 25.972774 -6.559613 -0.191 -0.159 0.019 0.066
H -12.862748 25.316711 -5.041486 -0.166 0.061 0.179 0.137
H -14.112458 27.732993 -6.505097 -0.011 0.044 -0.424 0.121
H -13.869817 27.437307 -4.794852 -0.486 0.472 0.465 0.118
H -16.609279 27.790092 -6.204843 0.379 0.512 0.137 0.083
H -16.368192 27.467816 -4.409533 0.318 0.589 -0.048 0.082
H -17.366024 26.500716 -5.390275 0.330 -0.764 -0.201 0.078
H -12.739961 25.634948 -7.831646 -0.320 0.188 -0.530 0.044
H -12.611343 24.330942 -7.000730 -0.049 -0.455 0.082 0.062
C -12.401036 20.683589 -11.704029 -1.742 1.014 -0.787 -0.090
C -11.001390 20.638381 -12.256870 0.056 -0.121 1.846 -0.383
C -10.379999 21.975845 -12.754904 -0.314 -0.584 -0.116 -0.195
O -11.081879 22.410070 -13.908472 0.438 1.003 -0.412 -0.194
C -10.425926 23.459892 -14.701997 -1.118 -1.051 1.193 -0.057
N -10.271012 20.067472 -11.091581 0.979 0.296 -1.119 0.058
H -12.649503 21.510079 -11.038241 0.509 0.349 0.087 0.073
H -12.679164 19.801771 -11.126843 0.382 -0.229 -0.354 0.073
H -13.093484 20.793709 -12.538588 -0.360 -0.034 -0.015 0.069
H -11.052514 19.883276 -13.041279 0.574 0.125 -0.231 0.137
H -9.308672 21.879051 -12.930926 0.265 -0.603 -0.561 0.104
H -10.353890 22.724777 -11.963372 -0.705 0.283 0.379 0.111
H -10.024673 24.258188 -14.077640 0.389 -0.244 0.215 0.060
H -11.233352 23.936212 -15.258109 0.131 -0.319 -0.386 0.081
H -9.670044 22.976957 -15.321299 0.093 0.384 -0.096 0.090
H -10.063446 20.826115 -10.457960 -0.183 0.381 0.446 0.054
H -9.362770 19.812819 -11.452617 0.089 -0.437 0.179 0.014
C -5.678774 20.216669 -12.116876 0.133 -0.322 -0.403 -0.045
C -6.815672 20.296776 -11.091676 0.868 0.876 -0.815 -0.452
C -7.222891 18.885529 -10.745619 -0.650 0.046 -0.549 -0.185
O -8.040545 18.442421 -11.844725 1.261 -0.887 0.045 -0.235
C -7.907110 17.026877 -11.985974 -1.533 0.783 -0.228 -0.093
N -6.387483 21.065319 -9.975445 1.016 -0.026 1.819 0.070
H -5.341669 21.164494 -12.536513 -0.294 0.266 0.166 0.059
H -5.970450 19.589319 -12.959168 -0.192 0.023 -0.077 0.077
H -4.787758 19.743127 -11.704599 0.011 -0.029 0.387 0.074
H -7.639314 20.835424 -11.560260 -0.467 -0.414 -0.424 0.106
H -7.796191 18.797323 -9.822776 -0.076 0.183 0.145 0.108
H -6.357811 18.227871 -10.660599 0.270 0.116 0.075 0.122
H -7.026395 16.700272 -12.538950 0.444 0.184 0.391 0.085
H -8.762484 16.733620 -12.594598 -0.081 -0.217 0.067 0.085
H -8.027103 16.605405 -10.987945 0.321 -0.545 -0.123 0.090
H -7.110668 21.352707 -9.331630 -0.373 -0.243 -0.112 0.029
H -5.893949 21.923128 -10.177202 0.088 0.062 -0.519 0.032
C -5.827173 19.709791 -0.615870 -1.272 -0.639 -0.322 -0.065
C -6.336392 19.496191 -2.104485 0.904 -0.512 1.515 -0.385
C -5.872804 20.685347 -2.916167 0.350 -0.107 1.085 -0.284
O -6.193013 20.509434 -4.226911 0.248 1.021 -2.546 -0.184
C -6.108544 21.721668 -5.051790 -0.506 -0.742 0.298 -0.044
N -5.854628 18.156158 -2.554939 -0.096 0.676 -0.200 0.036
H -4.772124 19.937642 -0.464025 0.087 0.021 -0.568 0.067
H -6.032906 18.794243 -0.061303 0.108 -0.185 -0.103 0.063
H -6.401737 20.460072 -0.072690 -0.029 0.329 -0.298 0.065
H -7.423131 19.418502 -2.137164 -0.073 0.139 0.232 0.130
H -4.802611 20.724299 -2.713050 0.615 0.292 -0.412 0.122
H -6.286637 21.625872 -2.552499 -0.293 0.129 0.422 0.119
H -6.258498 21.406526 -6.084413 -0.060 -0.021 0.134 0.084
H -5.189759 22.306433 -5.007232 0.558 -0.547 0.349 0.084
H -6.891895 22.428846 -4.779112 -0.300 -0.249 0.020 0.048
H -6.129828 18.004728 -3.514847 -0.581 0.067 -0.230 0.057
H -4.850690 18.137771 -2.663871 0.471 0.260 0.478 0.062
C -0.827752 22.118975 -7.666828 -0.775 0.262 0.102 -0.068
C -2.296347 21.690686 -7.829229 0.515 -0.331 -0.366 -0.417
C -3.293936 22.819860 -7.999094 0.028 0.829 1.035 -0.192
O -3.339441 23.588006 -6.747420 -0.235 -0.391 -0.262 -0.220
C -4.264307 24.707189 -6.774227 1.354 -1.123 -1.198 -0.079
N -2.316535 20.714536 -8.985837 -0.290 0.969 1.319 0.050
H -0.232812 21.226290 -7.473803 0.089 0.159 0.066 0.074
H -0.736149 22.852157 -6.865482 0.078 -0.176 0.154 0.071
H -0.460458 22.610640 -8.567650 0.021 -0.067 -0.227 0.070
H -2.616875 21.268339 -6.876881 0.130 -0.850 -0.149 0.132
H -4.285414 22.413234 -8.198432 -0.151 -0.042 -0.114 0.108
H -2.988310 23.436530 -8.844319 -0.079 0.491 -0.137 0.116
H -5.267399 24.363389 -7.026638 -0.211 0.150 0.133 0.069
H -3.837444 25.298540 -7.584281 -0.562 0.752 -0.147 0.059
H -4.221645 25.285581 -5.851330 0.049 -0.406 0.072 0.087
H -3.274856 20.587567 -9.278422 -0.427 -0.269 0.009 0.042
H -1.895311 21.221452 -9.751152 0.247 0.011 -0.298 0.053
C -11.653889 29.376293 -9.555425 0.998 -1.059 -0.659 -0.052
C -11.550169 28.771599 -10.995078 0.372 -0.824 0.157 -0.407
C -11.382379 27.195831 -11.141430 0.279 2.237 1.458 -0.195
O -12.487294 26.583628 -10.555847 -0.924 -0.420 -0.209 -0.178
C -12.291795 25.189749 -10.459183 0.263 -0.698 0.062 -0.100
N -12.699122 29.226493 -11.713329 -1.168 0.594 -0.765 0.016
H -11.001367 28.844119 -8.863253 -0.147 -0.162 0.167 0.055
H -12.696407 29.337805 -9.239548 0.153 -0.008 0.270 0.070
H -11.262375 30.393527 -9.562469 -0.354 0.171 -0.115 0.069
H -10.712536 29.242170 -11.509906 0.658 -0.315 0.243 0.109
H -10.494559 26.943740 -10.561481 0.424 -0.229 -0.122 0.111
H -11.255455 26.892798 -12.180738 0.002 0.086 -0.274 0.117
H -11.659122 24.963736 -9.600848 0.133 -0.123 0.047 0.066
H -11.808480 24.776022 -11.344251 0.297 0.163 -0.282 0.076
H -13.207991 24.604046 -10.384060 -0.358 0.610 0.273 0.096
H -13.259746 29.772191 -11.074558 -0.412 -0.078 -0.389 0.052
H -13.263645 28.478619 -12.090292 -0.075 -0.050 0.155 0.069
C -11.309594 25.729680 -1.571051 0.174 0.396 0.074 -0.046
C -10.163678 26.764126 -1.595195 0.913 -1.930 0.220 -0.447
C -9.273660 26.383035 -2.789291 1.359 -1.058 0.425 -0.182
O -8.454709 25.248264 -2.444627 0.586 -1.100 -0.360 -0.207
C -7.578729 24.726689 -3.497408 -1.387 0.548 -0.028 -0.075
N -10.575781 28.126011 -1.730787 -0.809 1.188 -0.098 0.032
H -10.977836 24.691566 -1.552317 0.660 0.124 -0.462 0.069
H -11.853458 25.912690 -2.497776 -0.642 -0.203 0.281 0.070
H -11.902440 25.735687 -0.656388 -0.446 0.738 -0.182 0.070
H -9.606832 26.639317 -0.666516 0.510 -0.255 0.020 0.129
H -8.492868 27.111131 -3.009135 -0.614 0.890 -0.445 0.121
H -9.907951 26.102219 -3.630073 0.073 0.429 -0.353 0.109
H -7.052718 25.503713 -4.052062 0.456 0.432 0.528 0.080
H -8.110999 24.250183 -4.320650 -0.709 -0.206 0.147 0.059
H -6.910243 23.958102 -3.109461 -0.022 0.461 0.473 0.067
H -9.796182 28.746369 -1.896554 0.375 -0.209 -0.438 0.067
H -10.912851 28.487353 -0.849916 -0.535 -0.225 0.161 0.070
C -4.752875 24.577032 -12.318082 1.435 -0.252 -0.435 -0.061
C -6.017422 24.723866 -11.563869 -0.015 1.404 -1.916 -0.459
C -7.222763 24.109081 -12.348046 0.943 -0.119 0.615 -0.137
O -7.325625 24.504194 -13.740188 0.004 0.712 0.848 -0.191
C -7.576780 25.894015 -14.015332 0.226 -0.280 0.177 -0.094
N -5.767145 24.220753 -10.244820 -1.144 -0.846 0.653 0.088
H -4.727051 25.006269 -13.319676 -0.302 -0.214 -0.060 0.085
H -4.458496 23.527540 -12.316977 0.092 -0.140 -0.346 0.077
H -3.984593 25.106424 -11.754538 0.256 0.025 0.030 0.063
H -6.099489 25.806762 -11.470640 -0.900 0.343 -0.282 0.106
H -8.096546 24.214921 -11.705081 -0.692 0.586 -0.462 0.116
H -7.085348 23.028318 -12.382106 0.224 -0.110 -0.201 0.105
H -8.602577 26.175061 -13.776917 -0.077 0.026 0.285 0.073
H -7.426129 26.123174 -15.070266 -0.094 -0.712 -0.224 0.083
H -6.871047 26.578097 -13.544106 -0.017 -0.130 0.594 0.077
H -6.641202 24.384162 -9.765858 -0.306 -0.348 0.810 0.062
H -5.122349 24.854359 -9.794392 0.290 0.031 0.051 0.049